31
Properties=species:S:1:pos:R:3 method="wB97M-V/def2-TZVPD" homo_energy_ev=-10.1 mol_weight_da=242.445 homo_lumo_gap_ha=0.3896
O 1.92 -1.39 1.27
O -0.62 -1.67 1.24
O 0.45 0.49 1.84
O 0.55 -0.43 -0.50
C -2.20 1.17 2.01
C 0.03 2.91 3.24
C 0.09 2.59 0.16
C -0.87 -3.03 -1.45
C 0.12 -0.59 -3.25
C 2.24 -2.30 -1.78
Si -0.51 1.91 1.82
Si 0.44 -1.62 -1.71
S 0.58 -0.85 1.03
H -2.76 1.91 1.43
H -2.48 0.95 3.07
H -2.34 0.24 1.49
H -0.73 2.63 3.97
H -0.06 3.97 3.02
H 0.98 2.76 3.57
H 0.34 1.77 -0.52
H 0.97 3.24 0.39
H -0.70 3.19 -0.23
H -0.45 -3.96 -1.23
H -1.41 -2.72 -0.51
H -1.59 -3.18 -2.25
H -0.88 -0.27 -3.21
H 0.87 0.21 -3.21
H 0.35 -1.06 -4.16
H 2.71 -2.59 -0.85
H 2.62 -1.31 -2.06
H 2.34 -2.96 -2.63